# 1
Below is an isolated ion of composition CHClN4OP and charge -1, with properties calculated with ωB97M-V with the def2-TZVPD basis set.

```
9
Properties=species:S:1:pos:R:3:forces:R:3
C -2.343361 0.226932 0.310520 1.1 0.1 -0.6
N -4.247435 -0.482513 0.054627 -1.1 -1.2 -0.7
N -3.599504 0.515737 0.591319 0.8 0.2 0.7
N -2.191098 -0.873899 -0.455631 -0.7 0.4 0.9
N -3.403573 -1.306899 -0.546373 -2.1 -0.9 -0.9
O 0.098464 -0.141756 -0.105304 1.3 -0.3 -0.5
P -0.791837 0.885185 0.774900 0.9 -0.8 0.6
Cl -0.776269 2.496430 -0.445031 0.1 1.7 -0.9
H -0.294038 -0.602911 -0.903316 -0.3 0.8 1.5
```
Forces are in eV/Å.

As for the highest occupied orbital energy: -5.12 eV. The charge is -1. Its HOMO-LUMO gap is 8.79 eV. The calculation puts the relative energy (zero: lowest compared OMol25 entry of this formula, charge and spin) at 6.4 kcal per mole. As for the total energy: -1134.5983 a.u.

---

# 2
Below is a 2-piece molecular cluster, C9H17N4O overall, with properties calculated with ωB97M-V with the def2-TZVPD basis set.

```
31
Properties=species:S:1:pos:R:3:forces:R:3
C 2.393741 0.985445 0.290264 -0.6 0.0 -0.2
C 1.325856 0.323309 -0.345538 0.2 0.6 0.2
C 3.661581 0.324869 0.684200 0.2 0.1 0.1
C 1.328984 -1.122016 -0.687395 -0.2 -0.1 -0.1
C 3.452562 -1.192672 0.676140 0.1 0.1 -0.2
C 2.768565 -1.642041 -0.616571 -0.1 -0.1 0.2
C -4.084177 1.234800 0.303301 -0.5 1.0 0.2
C -3.243970 -1.031192 0.727074 0.1 -0.9 0.5
C -2.336126 0.258246 -1.185240 0.3 -0.1 -1.4
N 2.051983 2.254098 0.443179 0.5 0.4 0.3
N 0.848736 2.341597 -0.071184 0.0 -0.3 -0.1
N 0.362439 1.212959 -0.563386 0.8 0.0 -0.6
N -3.071030 0.234986 0.033491 -0.8 -0.5 -0.1
O -1.713041 0.718462 -0.051029 -0.3 0.3 1.3
H 4.438089 0.597360 -0.035030 0.1 0.0 0.1
H 3.983392 0.676779 1.664465 0.1 0.0 0.0
H 0.709544 -1.666475 0.035237 0.0 -0.1 -0.1
H 0.905968 -1.278812 -1.682884 0.0 -0.1 0.0
H 4.418050 -1.689254 0.771598 0.0 0.0 0.1
H 2.836404 -1.481715 1.531164 0.0 -0.1 0.1
H 2.762743 -2.731224 -0.675773 0.0 0.0 -0.1
H 3.333586 -1.262051 -1.469888 0.0 0.0 -0.1
H -4.070347 1.491279 1.363853 0.1 -0.1 -0.1
H -3.891629 2.137858 -0.273352 0.1 -0.1 0.0
H -5.065520 0.838515 0.042844 0.1 -0.1 0.0
H -3.586503 -0.854661 1.746317 0.0 0.1 -0.1
H -3.974976 -1.644162 0.196562 0.0 0.2 0.0
H -2.290325 -1.559043 0.768956 -0.1 0.1 -0.1
H -1.986649 -0.690661 -1.587618 -0.1 0.0 0.2
H -2.610528 1.002668 -1.930847 -0.1 0.0 0.2
H 0.342608 3.212744 -0.102909 0.1 -0.1 0.0
```
Forces are in eV/Å.

As for the highest occupied orbital energy: -12.11 eV. The charge is +1. Its HOMO-LUMO gap is 9.36 eV. The calculation puts the relative energy (zero: lowest compared OMol25 entry of this formula, charge and spin) at 62.4 kcal per mole. As for the total energy: -647.0342 a.u.

---

# 3
Below is C18H35As2NNiS2 as an isolated structure, with properties calculated with ωB97M-V with the def2-TZVPD basis set.

```
59
Properties=species:S:1:pos:R:3:forces:R:3
Ni -0.832187 0.735654 -0.751284 0.0 -0.7 -0.7
S -1.285750 2.893604 -1.147258 -0.7 1.5 -0.8
S -1.457289 -1.421113 -0.593775 -0.5 -1.4 -0.2
C -3.119184 2.860491 -1.140521 0.0 -0.1 0.2
C -1.027118 2.899754 -2.956887 0.3 0.2 0.1
C -1.396704 1.575461 -3.582068 0.0 -0.2 -0.2
N -0.823043 0.454674 -2.807069 0.2 -0.1 -0.4
C -1.373615 -0.846378 -3.269518 0.2 0.1 -0.1
C -0.937509 -1.902195 -2.280288 -0.2 -0.2 0.1
H 0.035432 3.126308 -3.107790 -0.2 0.1 0.0
H -1.638720 3.711820 -3.356790 0.2 0.0 -0.1
H -1.030465 1.509297 -4.618219 -0.3 0.2 0.2
H -2.483965 1.449054 -3.590482 0.2 0.0 -0.1
H -1.001913 -1.065222 -4.283123 -0.2 -0.1 0.3
H -2.469087 -0.765900 -3.310641 0.3 0.0 0.0
H 0.157281 -2.003476 -2.270569 -0.3 -0.1 0.1
H -1.397947 -2.874344 -2.482082 0.2 0.1 -0.1
C -3.281899 -1.569996 -0.756996 0.2 0.2 0.3
H 0.188159 0.437670 -2.977492 -0.2 0.0 -0.1
H -3.726281 -0.771874 -1.362336 0.1 -0.2 0.1
H -3.663765 -1.513212 0.270003 0.0 0.0 -0.3
H -3.521565 -2.555952 -1.170953 0.1 0.2 0.1
H -3.444855 2.867178 -0.094710 0.1 0.0 -0.2
H -3.495744 1.963790 -1.644548 0.0 0.2 0.2
H -3.502874 3.759412 -1.635446 0.2 -0.2 0.1
C 3.968713 0.564539 -2.300933 0.4 -0.1 0.7
C 4.517255 0.687784 -1.079046 0.1 -0.1 -0.7
H 3.326436 1.343690 -2.733442 0.3 -0.3 0.2
H 4.203804 -0.304072 -2.933552 -0.1 0.5 0.3
H 4.358208 1.568698 -0.441411 0.0 -0.4 -0.3
H 5.238824 -0.061920 -0.706072 -0.5 0.5 -0.3
C 3.570624 -1.204145 1.751762 0.1 0.5 -0.4
As 1.911964 -1.106677 0.699778 -0.8 -0.8 0.9
C 1.818683 -2.993262 0.182440 0.2 0.2 -0.8
C 0.751715 -1.406718 2.279583 -0.1 0.7 -0.4
C 0.883938 -2.564317 3.041763 -0.4 0.2 0.5
C 0.132541 -2.701802 4.216442 0.0 0.2 -0.3
C -0.702309 -1.665876 4.633059 0.0 0.0 0.0
C -0.839557 -0.503920 3.863029 -0.2 -0.1 0.2
C -0.153843 -0.395095 2.660544 0.4 0.1 -0.5
As -0.415043 1.168488 1.445812 0.8 -0.6 2.8
C -1.776948 2.194118 2.403288 0.2 -0.3 -0.2
C 1.226342 2.200160 1.686282 -0.3 0.1 -0.2
H 4.393171 -0.916033 1.091959 0.0 -0.2 0.4
H 3.689882 -2.230911 2.114575 0.0 0.3 0.0
H 3.486341 -0.493773 2.581190 0.1 -0.2 -0.2
H 2.504348 -3.558397 0.823546 -0.2 0.0 -0.4
H 0.784618 -3.345706 0.292964 0.4 0.0 -0.1
H 2.132127 -3.037748 -0.870727 0.0 -0.4 0.4
H 1.561591 -3.367896 2.749174 -0.2 0.3 0.1
H 0.213095 -3.619591 4.796524 0.0 0.3 0.0
H -1.257128 -1.760975 5.566391 0.2 0.1 -0.2
H -1.475831 0.306847 4.219941 0.1 -0.3 -0.1
H -1.405716 2.378837 3.418738 -0.2 0.1 -0.3
H -1.957724 3.134569 1.874093 0.0 -0.1 0.2
H -2.686163 1.580519 2.423911 0.2 0.3 0.1
H 1.467060 2.223108 2.754430 0.0 0.1 -0.3
H 2.028828 1.722421 1.109557 -0.2 0.2 0.2
H 1.030764 3.210528 1.305225 0.2 -0.2 0.2
```
Forces are in eV/Å.

As for the highest occupied orbital energy (spin up / spin down): -14.07 / -14.29 eV. The charge is +2. Its HOMO-LUMO gap (spin up / spin down) is 8.17 / 6.54 eV. As for the spin multiplicity: 3. Its expectation value of S² is 2.01. As for the total energy: -7537.2512 a.u.

---

# 4
Below is C3H8N2O2 in the gas phase, with properties calculated with ωB97M-V with the def2-TZVPD basis set.

```
15
Properties=species:S:1:pos:R:3:forces:R:3
N -1.239956 -0.233727 -1.184139 -1.8 -0.3 1.0
C -0.538545 0.139700 0.046211 1.9 -0.3 1.1
C 0.586075 1.131194 -0.329093 -0.1 0.7 -1.4
O -0.006403 2.197983 -1.106701 -0.3 -0.7 0.6
C -0.037762 -1.124910 0.819593 0.6 1.4 -1.6
N 1.302628 -1.052727 1.140181 -0.7 -1.5 0.5
O -0.696243 -2.130811 0.902050 -0.1 -0.2 0.1
H -0.941322 -1.149584 -1.514612 0.8 0.3 0.0
H -2.192913 -0.522930 -0.923891 0.2 0.7 -0.1
H -0.993227 0.749325 0.835303 -1.5 -0.3 -0.6
H 1.053145 1.667505 0.493931 0.0 -0.5 0.5
H 1.364210 0.672165 -0.940307 0.0 -0.2 0.1
H -0.884034 1.840611 -1.323655 0.3 0.3 -0.5
H 1.560892 -1.968537 1.516278 0.5 0.8 0.3
H 1.663456 -0.215258 1.568852 0.1 -0.1 -0.1
```
Forces are in eV/Å.

As for the highest occupied orbital energy: -9.93 eV. Its HOMO-LUMO gap is 10.63 eV. The calculation puts the relative energy (zero: lowest compared OMol25 entry of this formula, charge and spin) at 31.7 kcal per mole. As for the total energy: -379.0905 a.u.

---

# 5
Below is CH3IS in the gas phase, with properties calculated with ωB97M-V with the def2-TZVPD basis set.

```
6
Properties=species:S:1:pos:R:3:forces:R:3
C -0.135163 -0.257874 0.227132 -0.9 0.1 1.3
S 0.802332 1.268690 -0.068207 -1.4 0.2 0.6
I -2.344947 -0.018639 -0.119190 0.9 0.1 0.6
H -0.072399 -1.017444 -0.549866 0.9 0.1 0.4
H 0.129746 -0.572080 1.297568 -1.1 0.0 -1.8
H 1.620431 0.597348 -0.787439 1.5 -0.5 -1.2
```
Forces are in eV/Å.

As for the highest occupied orbital energy: -9.36 eV. Its HOMO-LUMO gap is 9.36 eV. The calculation puts the relative energy (zero: lowest compared OMol25 entry of this formula, charge and spin) at 3.9 kcal per mole. As for the total energy: -735.7489 a.u.

---

# 6
Below is C3H10N2S in the gas phase, with properties calculated with ωB97M-V with the def2-TZVPD basis set.

```
16
Properties=species:S:1:pos:R:3:forces:R:3
C -1.448916 -0.985846 1.219557 -3.9 -1.3 -1.0
C 2.060067 -0.064431 -0.431718 -2.5 0.2 -1.0
C 0.124276 2.109279 -0.662745 0.8 -1.0 -0.7
N -1.448620 -1.700026 -0.048711 -4.2 -4.9 -1.8
N -0.347655 -0.248064 0.941341 4.3 4.2 0.6
S 0.172647 0.124600 -0.585270 0.6 2.2 3.4
H -1.429249 -1.668486 2.179197 0.5 1.5 -1.6
H -0.471286 -1.744354 -0.404901 -1.8 -1.7 0.6
H -2.601840 -0.340779 1.344957 3.0 -1.6 -0.4
H 2.329330 -1.066315 -0.616244 -0.2 -1.4 -0.5
H 2.343823 0.537713 -1.242985 0.9 0.8 -1.2
H 2.579218 0.179650 0.433429 0.1 1.1 2.0
H 0.871846 2.478938 -1.437703 -1.4 -0.4 0.8
H -0.903204 2.468517 -0.710619 -0.2 -0.5 -1.2
H 0.321859 2.534703 0.294308 1.1 -0.3 1.0
H -2.152296 -2.615101 -0.271891 2.8 3.2 1.0
```
Forces are in eV/Å.

As for the highest occupied orbital energy: -7.72 eV. Its HOMO-LUMO gap is 8.48 eV. The calculation puts the relative energy (zero: lowest compared OMol25 entry of this formula, charge and spin) at 129.0 kcal per mole. As for the total energy: -627.7891 a.u.